Below is a structure of composition C15H45KO20P5, with properties calculated with ωB97M-V/def2-TZVPD.

```
! wB97M-V def2-TZVPD RIJCOSX def2/J DEFGRID3
* xyz 1 1
K -0.0748 -0.1036 -0.0769
C -0.9896 1.9873 3.5554
O -1.0338 2.9209 2.5266
P -1.4591 2.5142 1.0030
O -0.6946 1.3320 0.5806
O -1.0490 3.9647 0.2884
C 0.2808 4.3925 0.4744
O -3.0053 2.3567 0.9636
C -3.8117 3.3228 1.5452
H -1.9305 1.7801 4.0654
H -0.2846 2.3090 4.3219
H -0.5733 1.0271 3.2507
H 1.0566 3.9958 -0.1805
H 0.5108 4.3456 1.5388
H 0.2864 5.4708 0.3154
H -4.5092 2.6554 2.0513
H -4.4131 3.7984 0.7704
H -3.2953 4.0195 2.2055
C 0.0912 -4.5063 -0.8954
O 1.3368 -4.2163 -0.1587
P 1.5804 -2.7654 0.4756
O 0.4085 -1.8796 0.5230
O 2.2377 -3.1932 1.9480
C 3.4668 -3.8537 2.1363
O 2.7663 -2.2555 -0.4060
C 3.1863 -0.9083 -0.4956
H -0.6039 -4.9918 -0.2103
H 0.1746 -5.2234 -1.7120
H -0.4630 -3.6645 -1.3106
H 4.2985 -3.3077 2.5816
H 3.8983 -4.0766 1.1605
H 3.2962 -4.8323 2.5851
H 2.4041 -0.3810 -1.0417
H 4.1971 -0.8666 -0.9013
H 3.1347 -0.5722 0.5401
C -4.6957 -1.0204 2.4463
O -3.4616 -1.4045 1.8902
P -3.0955 -1.1831 0.3620
O -1.6892 -0.5872 0.2601
O -3.2914 -2.6448 -0.3979
C -2.4353 -3.7962 -0.3128
O -4.3409 -0.2656 -0.2001
C -4.2233 0.4812 -1.3868
H -4.9024 0.0428 2.3238
H -4.7653 -1.0884 3.5320
H -5.4985 -1.5395 1.9228
H -1.6364 -3.8291 0.4280
H -1.9434 -3.8373 -1.2846
H -2.9682 -4.7452 -0.2524
H -5.0493 0.3983 -2.0932
H -3.3402 0.1639 -1.9414
H -4.0755 1.5231 -1.1027
C 3.6791 -0.0456 2.6983
O 3.9268 0.7880 1.6033
P 2.6834 1.4939 0.8540
O 1.6201 0.5810 0.3677
O 2.2141 2.6572 1.8322
C 0.9963 2.4468 2.5569
O 3.4453 2.1737 -0.3788
C 4.2512 1.3113 -1.0514
H 3.9684 0.3604 3.6676
H 4.3091 -0.9303 2.6064
H 2.6578 -0.3756 2.8884
H 0.4624 3.3966 2.5869
H 1.2057 2.1058 3.5707
H 0.4618 1.6117 2.1041
H 5.1580 1.1092 -0.4814
H 4.5029 1.7450 -2.0192
H 3.9012 0.2866 -1.1761
C 0.5371 -1.8852 -4.5058
O 0.6240 -0.5593 -4.2336
P 0.1268 -0.0817 -2.7583
O 0.6540 -1.0462 -1.7849
O 0.5685 1.4798 -2.6336
C 1.9304 1.7538 -2.8360
O -1.5758 -0.0365 -2.8332
C -2.3513 0.8104 -3.8213
H 1.3993 -2.2890 -5.0364
H -0.2910 -1.9455 -5.2120
H 0.4702 -2.5913 -3.6781
H 2.0878 2.5547 -3.5584
H 2.4592 0.8987 -3.2571
H 2.4648 2.0715 -1.9407
H -3.0622 1.5279 -3.4115
H -2.8720 0.0891 -4.4511
H -1.6225 1.2703 -4.4887
*
```

Molar mass in u: 739.47
Max |F| in eV/Å: 19.362
HOMO-LUMO gap in hartree: 0.355
E_LUMO in eV: -1.7

=====

Below is a structure of composition C15H45MnO15, with properties calculated with ωB97M-V/def2-TZVPD.

```
! wB97M-V def2-TZVPD RIJCOSX def2/J DEFGRID3
* xyz -1 6
Mn 2.3813 1.1745 -0.4702
C 4.2855 3.7109 2.1361
C 3.6412 2.8294 1.0943
O 4.3283 2.1938 0.2588
O 2.3934 2.6219 1.1361
H 3.5399 4.1097 2.8238
H 4.6639 4.5893 1.6025
H 5.0719 3.2031 2.6856
C 2.6744 2.7607 -4.3013
C 2.6286 2.2641 -2.8686
O 3.2335 1.2057 -2.5492
O 1.8917 2.8169 -2.0087
H 2.3798 3.8043 -4.3799
H 1.9475 2.1374 -4.8276
H 3.6579 2.6068 -4.7392
C -1.1533 -1.0673 -0.5294
C 0.1429 -0.2671 -0.5137
O 0.9588 -0.3968 -1.4609
O 0.4040 0.5986 0.3755
H -1.1219 -1.6488 -1.4506
H -2.0150 -0.4055 -0.5627
H -1.1745 -1.7725 0.3007
C -4.5325 -1.3784 -2.5055
O -5.8954 -1.3812 -2.9534
H -4.0813 -2.3494 -2.7327
H -3.9641 -0.5888 -2.9827
H -4.5280 -1.2630 -1.4204
H -6.4084 -1.8949 -2.3288
C -4.5116 -0.3895 1.2486
O -4.5963 0.9641 0.8567
H -3.4951 -0.7615 1.1118
H -4.7475 -0.4375 2.3192
H -5.2559 -1.0015 0.7390
H -3.6904 1.3114 0.8479
C 1.5496 1.7209 4.0555
O 0.6501 2.5736 3.4007
H 2.5919 1.9843 3.8460
H 1.3771 1.7435 5.1307
H 1.4399 0.6703 3.7526
H 0.8203 2.4840 2.4492
C 4.4513 -1.1372 -0.4965
O 3.3679 -0.5856 0.2739
H 5.0604 -0.3156 -0.8561
H 4.9958 -1.8748 0.0932
H 4.0234 -1.6803 -1.3434
H 3.1254 -1.1743 0.9901
C -1.2262 1.3369 -3.6729
O -0.6654 0.0355 -3.7615
H -1.5784 1.5180 -2.6442
H -0.5180 2.1255 -3.9324
H -2.1440 1.3341 -4.2636
H -0.0190 -0.0618 -3.0388
C -1.8089 -0.6874 3.7672
O -1.5095 -0.9026 5.1408
H -1.1165 0.0597 3.3693
H -1.6632 -1.5958 3.1794
H -2.7882 -0.2365 3.5966
H -1.7027 -1.8182 5.3488
C 1.1728 -3.9567 -1.9297
O 1.9291 -2.9806 -2.6000
H 1.5822 -4.2349 -0.9511
H 0.1611 -3.5982 -1.7077
H 1.1338 -4.8446 -2.5617
H 1.6184 -2.0936 -2.3705
C -1.9645 2.9409 0.3573
O -1.9377 1.8533 1.2695
H -1.3467 3.7882 0.6703
H -1.6268 2.6225 -0.6338
H -2.9892 3.3123 0.2870
H -1.0436 1.4634 1.2156
C -0.6845 -4.4178 1.9138
O 0.6204 -4.6802 1.4217
H -1.4885 -4.6723 1.2207
H -0.8197 -4.9940 2.8398
H -0.7474 -3.3698 2.1960
H 0.6643 -5.5531 1.0270
*
```

Molar mass in u: 520.45
<S²>: 8.752
Max |F| in eV/Å: 1.450
HOMO-LUMO gap (spin up / spin down) in hartree: 0.278 / 0.313
E_LUMO (spin up / spin down) in eV: 2.1 / 2.1

=====

Below is a cluster of 15 separate species, C15H45N15O30 in total, with properties calculated with ωB97M-V/def2-TZVPD.

```
! wB97M-V def2-TZVPD RIJCOSX def2/J DEFGRID3
* xyz 1 2
C 4.0895 1.0582 1.9677
N 5.3944 0.3710 1.6868
O 5.6172 -0.6547 2.3572
O 6.1205 0.8751 0.8448
H 4.2917 1.5564 2.9158
H 3.2819 0.3398 2.1082
H 3.9442 1.7893 1.1724
C 3.1376 -2.8698 -0.8762
N 3.8826 -3.8918 -1.6461
O 4.3771 -4.8966 -1.1210
O 3.8984 -3.8180 -2.8626
H 3.2581 -3.2178 0.1497
H 2.1007 -3.1035 -1.1176
H 3.3846 -1.8371 -1.1224
C -0.9144 -4.2812 -4.7059
N -1.1518 -3.1065 -3.8440
O -0.5023 -3.0476 -2.8262
O -1.8558 -2.1979 -4.2810
H -1.9346 -4.4486 -5.0515
H -0.4824 -5.1186 -4.1581
H -0.2956 -3.9402 -5.5358
C 1.7156 -0.1552 -4.0922
N 2.0044 -1.4085 -4.8955
O 2.9783 -2.0723 -4.6071
O 1.1886 -1.7896 -5.7172
H 0.7852 -0.3072 -3.5451
H 1.6959 0.7253 -4.7344
H 2.5925 -0.1221 -3.4456
C 3.7729 2.6160 -1.9036
N 2.5316 2.9529 -2.6800
O 2.3519 2.6524 -3.8544
O 1.7030 3.5539 -2.0103
H 4.3161 1.8263 -2.4226
H 3.4853 2.2850 -0.9056
H 4.2909 3.5745 -1.8705
C 0.6809 2.0984 4.7594
N 1.9844 2.3722 5.4876
O 2.9517 1.9803 4.8609
O 2.0304 2.9006 6.5507
H 0.9510 1.7276 3.7707
H 0.1113 3.0277 4.7710
H 0.0544 1.3709 5.2755
C -2.9688 2.8752 1.0392
N -3.0678 3.9637 0.0660
O -3.8716 3.8431 -0.8624
O -2.3889 4.9391 0.1750
H -1.9231 2.7243 1.3075
H -3.3431 2.0300 0.4617
H -3.5516 3.2382 1.8858
C -5.8775 -2.2473 0.2124
N -4.4634 -1.9991 -0.2129
O -3.9626 -2.8422 -0.9184
O -3.8481 -1.0104 0.2149
H -6.0051 -2.1557 1.2910
H -6.1177 -3.2216 -0.2134
H -6.5579 -1.5245 -0.2380
C -0.4947 -0.6401 -0.2332
N 0.4259 0.4549 0.3248
O 1.5110 0.6226 -0.1988
O 0.0029 1.1358 1.2964
H -1.3983 -0.1411 -0.5833
H -0.7718 -1.3774 0.5203
H -0.0450 -1.2107 -1.0458
C 0.8059 4.3140 1.1214
N 2.1009 4.6853 1.7797
O 2.7811 5.5857 1.2287
O 2.4452 4.1086 2.7736
H 0.9278 3.4089 0.5264
H 0.3873 5.1851 0.6174
H 0.1236 3.9365 1.8830
C -2.5746 -0.9717 3.2395
N -3.7180 -1.1217 4.1187
O -4.2766 -2.2144 4.1437
O -3.9874 -0.1471 4.7888
H -2.5907 -0.0197 2.7090
H -2.4850 -1.8033 2.5406
H -1.7510 -1.0019 3.9529
C -1.3137 4.4033 -3.2392
N -0.9370 2.9655 -2.9196
O -0.8310 2.2736 -3.8938
O -0.8244 2.5642 -1.7441
H -2.0713 4.5203 -4.0141
H -0.3958 4.8249 -3.6487
H -1.5976 4.8828 -2.3025
C 2.7115 -2.4505 3.3713
N 1.4493 -1.6038 3.3149
O 1.4221 -0.5291 3.9486
O 0.5516 -1.9978 2.6115
H 2.8661 -3.0207 2.4553
H 2.7460 -3.1587 4.1993
H 3.5512 -1.7853 3.5726
C 0.3775 -4.7648 2.4301
N -0.9895 -4.3571 2.0748
O -1.2430 -3.9272 1.0055
O -1.8521 -4.5383 2.9449
H 0.2200 -5.8403 2.3480
H 0.7171 -4.3931 3.3969
H 1.0816 -4.4316 1.6677
C -3.5964 0.7821 -2.6277
N -4.8512 0.1161 -3.0956
O -4.9359 -0.0744 -4.3408
O -5.7223 -0.0838 -2.2583
H -3.3349 1.5931 -3.3074
H -2.8359 0.0423 -2.8775
H -3.6516 1.2183 -1.6303
*
```

Molar mass in u: 915.60
<S²>: 0.762
Max |F| in eV/Å: 3.818
HOMO-LUMO gap (spin up / spin down) in hartree: 0.266 / 0.090
E_LUMO (spin up / spin down) in eV: -5.5 / -10.3

=====

Below is a cluster of 6 separate species, C15H45N3O6 in total, with properties calculated with ωB97M-V/def2-TZVPD.

```
! wB97M-V def2-TZVPD RIJCOSX def2/J DEFGRID3
* xyz 0 1
C -0.3301 -0.4092 5.9471
O -0.3224 0.6762 5.0070
H 0.6677 -0.9935 6.0663
H -0.4155 0.0265 6.9368
H -1.1564 -1.0784 5.8120
H -0.5148 0.1764 4.2080
C -2.3133 -2.0021 -1.3941
O -2.3959 -1.9946 0.0055
H -1.4256 -2.5330 -1.7885
H -3.1507 -2.5172 -1.8582
H -2.3236 -0.9630 -1.7304
H -1.4949 -2.1633 0.2914
C -1.0777 1.3147 0.7908
O -0.3686 1.5825 2.0300
H -1.5729 0.3483 0.8607
H -1.7383 2.1403 0.5444
H -0.2899 1.2543 -0.0263
H 0.0569 2.4549 1.9322
C -0.5621 5.3688 0.2537
C 0.7872 5.9270 0.7383
C 1.2133 5.3148 2.0617
O 1.2052 3.9314 2.0030
C 1.7414 3.3385 3.2151
N 1.7853 5.7847 -0.3188
H -0.8101 5.6171 -0.7648
H -1.3617 5.6368 0.9202
H -0.6023 4.3092 0.3418
H 0.7139 6.9635 0.9630
H 0.6491 5.7578 2.8859
H 2.2019 5.7443 2.2357
H 2.7674 2.9806 2.9867
H 1.2158 2.4430 3.4861
H 1.7946 4.0161 4.0415
H 1.3758 6.0543 -1.1756
H 2.0907 4.7622 -0.3273
C -0.5354 -2.7490 -4.7128
C -0.7169 -1.2290 -4.7996
C 0.3024 -0.5736 -3.8989
O 0.2961 0.8171 -4.1483
C 1.4613 1.4837 -3.8088
N -0.4431 -0.8416 -6.1758
H -1.2102 -3.2969 -5.3623
H -0.8375 -3.0987 -3.7346
H 0.4736 -3.0850 -4.9401
H -1.7093 -0.9139 -4.4859
H 1.2987 -1.0589 -4.0796
H -0.0050 -0.7037 -2.8267
H 1.4824 2.4892 -4.2447
H 2.3160 0.9114 -4.2021
H 1.5511 1.5211 -2.6788
H -0.6329 0.1592 -6.3091
H -0.9473 -1.3946 -6.8458
C -0.0850 -4.8086 -0.4352
C -0.0959 -5.1184 1.0022
C 0.6369 -3.9896 1.7396
O -0.0210 -2.7731 1.7228
C 0.8569 -1.7288 2.2647
N -1.3724 -5.4196 1.5600
H 0.8877 -4.4678 -0.8277
H -0.8749 -4.0389 -0.6195
H -0.4329 -5.6627 -1.1327
H 0.4407 -6.0328 1.1157
H 1.6211 -3.9053 1.2981
H 0.8736 -4.2849 2.7837
H 1.7823 -1.6088 1.6510
H 1.0322 -1.9218 3.3420
H 0.2583 -0.8285 2.1540
H -1.5825 -6.3482 1.1958
H -2.1082 -4.7691 1.2585
*
```

Molar mass in u: 363.54
Max |F| in eV/Å: 3.690
HOMO-LUMO gap in hartree: 0.363
E_LUMO in eV: 0.7

=====

Below is a cluster of 5 separate species, C15H45O20P5 in total, with properties calculated with ωB97M-V/def2-TZVPD.

```
! wB97M-V def2-TZVPD RIJCOSX def2/J DEFGRID3
* xyz 1 2
C -21.8315 21.1919 -47.6098
O -21.9423 19.7516 -48.0142
P -21.8793 18.5715 -46.8911
O -20.8519 18.8090 -45.8467
O -23.4014 18.3951 -46.2411
C -24.5835 18.7494 -46.8933
O -21.7207 17.2098 -47.7382
C -21.0824 16.1062 -47.0266
H -21.0754 21.7999 -48.1066
H -21.6634 21.2049 -46.5329
H -22.7575 21.6818 -47.9109
H -25.3960 19.0039 -46.2128
H -25.1528 17.9131 -47.2989
H -24.4835 19.5193 -47.6584
H -21.0215 15.1769 -47.5929
H -21.7127 15.8351 -46.1796
H -20.1130 16.3306 -46.5817
C -30.3120 19.6818 -48.5497
O -30.1901 18.4444 -47.6693
P -29.2234 18.6450 -46.4290
O -27.9273 19.2911 -46.7042
O -29.1820 17.0781 -45.8387
C -28.1237 16.7793 -45.0481
O -30.3513 19.4198 -45.4655
C -31.5507 18.7695 -45.1583
H -30.2496 19.5046 -49.6234
H -29.6590 20.5299 -48.3441
H -31.3393 19.9939 -48.3616
H -28.1308 15.7009 -45.2070
H -28.2928 16.9601 -43.9866
H -27.0903 17.0257 -45.2920
H -31.5559 17.6920 -45.3229
H -32.3594 18.8601 -45.8836
H -31.8064 19.1022 -44.1523
C -16.9408 25.4695 -42.9674
O -18.2989 25.4197 -43.4380
P -18.8430 24.2316 -44.3717
O -20.3462 24.0780 -44.3491
O -17.9096 22.9486 -44.0386
C -18.3848 22.1085 -42.9983
O -18.3710 24.6719 -45.8818
C -18.8299 23.9239 -46.9378
H -16.7621 26.5015 -43.2693
H -16.1860 24.9722 -43.5766
H -16.8114 25.3717 -41.8895
H -19.3891 22.4390 -42.7328
H -17.6508 22.1558 -42.1939
H -18.3409 21.1350 -43.4866
H -17.9932 23.8708 -47.6343
H -19.5799 24.5221 -47.4552
H -19.1640 22.9463 -46.5901
C -26.3117 19.7121 -42.9593
O -24.9437 19.8884 -42.8494
P -24.2675 21.3980 -42.7200
O -24.7965 22.1269 -41.6169
O -22.6906 21.1159 -42.4521
C -21.8118 20.3080 -43.3285
O -24.3562 22.0787 -44.1863
C -23.7661 23.3640 -44.3374
H -26.4177 18.8461 -43.6127
H -26.9278 20.4931 -43.4049
H -26.5287 19.4514 -41.9235
H -21.8669 19.2563 -43.0476
H -20.7767 20.6390 -43.2450
H -22.0092 20.3669 -44.3988
H -22.8037 23.2910 -44.8439
H -23.7237 23.7477 -43.3180
H -24.3158 24.0932 -44.9324
C -21.5184 21.0480 -34.8558
O -20.3207 20.9671 -35.6235
P -20.1629 21.5471 -37.1917
O -19.1140 20.8712 -38.0305
O -21.6665 21.4972 -37.7364
C -22.0134 21.7528 -39.0366
O -19.9061 23.1298 -37.0161
C -18.6979 23.5422 -36.6454
H -21.9151 22.0581 -34.9573
H -21.1842 20.7933 -33.8501
H -22.2516 20.4028 -35.3399
H -21.2720 22.4777 -39.3726
H -22.9452 22.3183 -39.0496
H -22.2108 20.9780 -39.7775
H -18.6644 24.3924 -35.9642
H -18.2045 23.8345 -37.5724
H -17.9901 22.8183 -36.2417
*
```

Molar mass in u: 700.38
<S²>: 0.761
Max |F| in eV/Å: 8.172
HOMO-LUMO gap (spin up / spin down) in hartree: 0.362 / 0.089
E_LUMO (spin up / spin down) in eV: -2.3 / -9.7

=====

Below is a structure of composition C15H45O8V, with properties calculated with ωB97M-V/def2-TZVPD.

```
! wB97M-V def2-TZVPD RIJCOSX def2/J DEFGRID3
* xyz 1 4
V 1.5119 1.7982 -3.2376
C 1.0964 0.1844 -0.4382
O 1.4551 0.2368 -1.7891
H 0.1112 -0.2761 -0.2567
H 1.8126 -0.4363 0.1080
H 0.9902 1.1700 0.0312
C -3.9381 -0.3305 -0.4109
C -3.0567 0.7741 0.1519
O -3.4845 2.0435 -0.3515
H -3.4658 -1.3062 -0.2734
H -4.1018 -0.1977 -1.4801
H -4.9182 -0.3426 0.0684
H -2.0311 0.6526 -0.2107
H -2.9833 0.8014 1.2425
H -4.3737 2.2111 -0.0200
C -1.1367 -0.1623 2.3865
C -1.6845 -1.4687 1.8606
O -1.9842 -2.3225 2.9467
H -0.1657 -0.3074 2.8629
H -1.8484 0.3317 3.0467
H -0.9577 0.5204 1.5488
H -0.9412 -1.9194 1.1950
H -2.5719 -1.1940 1.2777
H -2.6485 -2.9687 2.6939
C 0.2076 4.0512 0.0741
C -0.3789 3.6325 -1.2591
O 0.6812 3.5806 -2.2530
H 0.8482 3.2512 0.4543
H -0.5570 4.2152 0.8343
H 0.8303 4.9475 0.0521
H -1.1136 4.3796 -1.5652
H -0.8489 2.6559 -1.1700
H 0.8957 4.4930 -2.4852
C 1.3029 2.9256 2.4753
C 1.7732 2.9627 3.9074
O 1.1556 4.0661 4.5605
H 1.5092 3.8836 1.9924
H 0.2213 2.7854 2.4140
H 1.7569 2.1154 1.9012
H 2.8610 3.0518 3.9934
H 1.4612 2.0632 4.4510
H 0.8792 3.8667 5.4535
C 1.2749 -4.0531 -1.9013
C 2.3811 -3.3515 -2.6588
O 2.9783 -2.3494 -1.8469
H 0.4208 -3.4415 -1.6050
H 1.6858 -4.5576 -1.0249
H 0.8405 -4.8637 -2.5004
H 2.0006 -2.9481 -3.6058
H 3.1389 -4.0814 -2.9436
H 2.4757 -1.5277 -1.8881
C 1.8293 -3.3474 3.2756
C 1.8627 -2.8791 1.8297
O 3.0598 -3.3460 1.2299
H 1.7136 -4.4199 3.4066
H 0.9754 -2.8754 3.7705
H 2.7257 -2.9677 3.7646
H 1.8343 -1.7813 1.8251
H 0.9844 -3.2189 1.2688
H 3.0352 -3.0515 0.3136
C -1.3426 -0.9030 -3.7216
C -0.6842 0.0605 -4.6784
O -0.4258 1.3450 -4.0737
H -1.4307 -1.8849 -4.1869
H -2.3607 -0.6050 -3.4513
H -0.8153 -0.9838 -2.7697
H -1.2747 0.2127 -5.5889
H 0.2404 -0.3412 -5.1051
H -1.2941 1.7418 -3.9173
*
```

Molar mass in u: 404.46
<S²>: 3.760
Max |F| in eV/Å: 3.684
HOMO-LUMO gap (spin up / spin down) in hartree: 0.261 / 0.260
E_LUMO (spin up / spin down) in eV: -4.5 / -4.5